80
Properties=species:S:1:pos:R:3:lowdin_charge:R:1 method="wB97M-V/def2-TZVPD" multiplicity=2 total_charge=-1 de_lowest_kj_mol=60.6 homo_energy_ev="-4.8 / -5.4" gap_ev="6.9 / 7.4" lumo_energy_ev="2.124 / 1.985"
O 5.138 4.201 -0.424 -0.358
C -3.219 -0.863 0.744 -0.370
H 1.116 3.182 1.860 0.003
H -0.204 0.886 2.135 0.028
H -3.880 -3.021 -3.393 0.065
H -4.121 -4.000 -1.943 0.067
N 0.750 1.159 1.912 -0.009
H 6.837 4.448 -2.452 0.075
N 3.043 1.247 5.172 -0.462
C -0.735 0.641 -1.965 -0.244
C -3.640 -1.925 -1.525 -0.265
O 3.478 2.248 5.746 0.006
C 0.756 -2.050 0.086 -0.755
H -2.325 -5.510 1.717 0.066
H -1.871 3.769 -2.644 0.102
C -3.530 -3.187 -2.372 -0.113
C -0.914 0.060 -3.238 -0.187
Cs 2.824 -1.098 2.357 0.978
H 2.374 1.828 -3.668 0.083
H -4.336 -3.312 2.526 0.090
C -2.253 -2.945 3.010 -0.393
H 2.840 0.758 -0.834 0.091
C -1.800 2.145 -4.072 -0.088
H -1.594 0.384 -5.259 0.109
H 2.595 4.240 2.939 0.034
C 2.631 1.561 -1.548 -0.322
C -3.122 -2.127 -0.104 -0.300
H -4.682 -1.591 -1.487 0.108
H -4.054 -5.557 1.387 0.068
O 3.392 0.112 5.487 -0.037
H -2.735 -0.033 0.223 0.035
H 0.802 1.254 0.901 0.044
H -1.586 -3.058 3.868 0.061
H 5.346 3.717 -3.066 0.066
H -2.813 -5.365 4.186 0.104
H 0.395 -2.969 -2.428 0.121
H -0.933 2.430 -0.791 0.111
Ge -2.372 -1.041 2.526 0.968
H -3.282 -6.888 2.254 0.063
C -1.459 0.839 -4.284 -0.041
H 3.990 5.338 -1.728 0.073
H -3.076 -1.114 -1.995 0.090
S 2.293 4.479 0.328 0.251
O 3.650 2.557 -1.438 -0.354
N 2.128 1.299 4.183 0.059
H -2.493 -3.524 -2.424 0.060
C -0.510 -1.289 -3.402 -0.024
C 0.143 -1.293 -1.092 -0.187
H -2.082 -2.460 -0.142 0.087
C -1.610 2.730 -2.800 -0.074
O 0.137 -2.020 1.174 -0.156
C 2.634 1.037 -2.964 -0.049
H 5.762 5.386 -3.505 0.071
H -4.014 -3.133 4.234 0.096
H 1.667 2.012 -1.298 0.072
H -3.312 -0.350 3.576 -0.095
C -3.575 -5.093 3.449 -0.277
S 4.445 2.045 1.372 0.203
H 3.188 3.675 4.479 0.081
C -3.616 -3.568 3.313 -0.312
H 5.473 6.078 -1.122 0.113
N 1.054 2.398 2.508 -0.029
H -0.628 -1.766 -4.369 0.118
O 1.852 -2.596 -0.160 -0.106
H 3.621 0.648 -3.220 0.081
C 5.794 4.642 -2.706 -0.081
C -1.093 1.996 -1.770 -0.019
C 0.034 -1.952 -2.349 -0.005
H -3.682 -2.943 0.368 0.092
H -4.532 -5.445 3.846 0.097
C -3.290 -5.803 2.130 -0.117
H 1.911 0.227 -3.062 0.059
H -1.757 -3.424 2.167 0.034
N 2.485 3.649 3.758 0.179
C 5.040 5.148 -1.495 -0.315
C 1.944 2.446 3.521 -0.480
N -0.225 -0.052 -0.905 0.189
H -4.265 -0.578 0.895 0.056
P 3.871 3.302 -0.017 -0.182
H -2.211 2.739 -4.878 0.097